Entry 1:
Entry from the OMol25 dataset: 33 unconnected molecules or ions with the total composition C41H146N65O33 at a distorted geometry (ωB97M-V/def2-TZVPD).

```
285
Properties=species:S:1:pos:R:3:lowdin_charge:R:1
C 26.748 13.272 -23.425 -0.010
C 27.562 11.918 -23.315 -0.397
C 27.798 11.412 -24.779 -0.119
C 28.851 10.310 -24.914 -0.187
C 29.504 9.909 -23.687 -0.145
C 29.975 11.074 -22.769 -0.479
N 28.911 12.084 -22.667 -0.175
O 28.805 12.783 -21.414 -0.289
C 31.216 11.737 -23.318 -0.027
C 30.268 10.403 -21.423 -0.022
C 26.649 10.788 -22.695 -0.034
H 27.270 14.138 -23.832 0.065
H 26.076 13.513 -22.602 0.042
H 26.020 12.940 -24.165 0.072
H 28.142 12.310 -25.292 0.105
H 26.867 11.088 -25.245 0.095
H 29.561 10.795 -25.585 0.094
H 28.469 9.471 -25.496 0.099
H 30.287 9.152 -23.734 0.110
H 28.788 9.303 -23.131 0.100
H 31.672 12.576 -22.793 0.055
H 31.139 12.164 -24.318 0.043
H 32.013 10.995 -23.352 0.086
H 31.084 9.754 -21.742 0.067
H 29.378 9.809 -21.214 0.059
H 30.568 10.995 -20.558 0.057
H 27.206 10.062 -22.103 0.051
H 26.112 10.234 -23.464 0.062
H 25.720 11.135 -22.242 0.078
C 30.962 4.163 -26.253 -0.702
O 30.338 5.217 -26.263 -0.017
N 31.262 3.396 -27.303 0.169
N 31.354 3.672 -25.062 0.176
H 30.916 3.668 -28.212 0.110
H 31.291 2.406 -27.102 0.106
H 31.314 4.224 -24.217 0.065
H 31.701 2.726 -25.138 0.102
C 22.822 13.288 -21.785 -0.728
O 22.970 12.375 -22.622 -0.029
N 23.572 14.284 -21.620 0.208
N 21.721 13.472 -21.071 0.187
H 23.505 14.955 -20.868 0.120
H 24.396 14.227 -22.201 0.086
H 21.578 14.331 -20.559 0.122
H 21.172 12.631 -21.177 0.115
C 35.253 14.764 -28.876 -0.785
O 35.360 15.975 -29.093 0.012
N 35.927 13.833 -29.399 0.190
N 34.444 14.365 -27.916 0.143
H 36.660 14.015 -30.069 0.130
H 35.992 12.913 -28.987 0.120
H 34.216 13.390 -28.043 0.049
H 33.922 15.075 -27.422 0.112
C 25.149 16.998 -24.002 -0.751
O 25.278 16.909 -25.231 0.015
N 24.184 17.691 -23.552 0.181
N 25.738 16.428 -23.037 0.202
H 23.569 18.059 -24.264 0.130
H 23.923 17.709 -22.577 0.121
H 26.432 15.723 -23.239 0.086
H 25.561 16.597 -22.057 0.062
C 26.277 14.303 -27.275 -0.745
O 27.412 14.447 -26.954 0.036
N 25.352 15.310 -27.251 0.167
N 25.848 13.309 -27.982 0.192
H 25.545 15.867 -26.431 0.017
H 24.386 15.042 -27.373 0.093
H 26.467 12.552 -28.234 0.102
H 24.859 13.138 -28.099 0.107
C 33.563 18.403 -19.949 -0.785
O 33.644 19.551 -20.293 0.045
N 33.236 17.451 -20.820 0.172
N 33.743 17.960 -18.734 0.160
H 33.207 17.628 -21.813 0.119
H 32.807 16.613 -20.454 0.077
H 33.514 17.014 -18.464 0.066
H 33.743 18.644 -17.990 0.118
C 22.586 11.598 -26.077 -0.807
O 22.600 11.156 -27.204 0.015
N 21.581 12.193 -25.527 0.197
N 23.695 11.557 -25.377 0.194
H 21.782 12.775 -24.726 0.104
H 20.657 11.982 -25.876 0.129
H 23.484 11.910 -24.455 0.056
H 24.575 11.134 -25.638 0.099
C 27.794 10.284 -18.635 -0.729
O 27.467 9.301 -17.861 -0.068
N 28.794 11.059 -18.475 0.183
N 27.194 10.652 -19.727 0.186
H 28.968 11.756 -19.186 0.067
H 29.369 10.970 -17.650 0.126
H 27.571 11.405 -20.283 0.066
H 26.420 10.099 -20.067 0.075
C 27.546 19.930 -22.519 -0.849
O 26.794 20.761 -22.143 0.053
N 28.152 19.956 -23.675 0.175
N 27.714 18.802 -21.940 0.166
H 27.799 20.687 -24.276 0.114
H 28.927 19.375 -23.962 0.103
H 27.898 17.968 -22.480 0.056
H 27.011 18.569 -21.253 0.100
C 35.063 8.695 -24.089 -0.715
O 34.474 7.973 -23.250 -0.016
N 35.839 8.268 -24.979 0.203
N 35.007 10.037 -24.143 0.164
H 36.310 7.375 -24.944 0.144
H 36.147 9.052 -25.537 0.123
H 35.265 10.722 -24.840 0.106
H 34.442 10.517 -23.458 0.080
C 24.549 9.228 -30.390 -0.862
O 24.323 9.346 -31.538 0.093
N 25.452 8.567 -29.837 0.145
N 23.761 9.503 -29.424 0.179
H 25.293 8.300 -28.876 0.060
H 25.975 7.902 -30.389 0.090
H 22.879 9.943 -29.646 0.121
H 24.018 9.422 -28.451 0.047
C 28.643 6.676 -31.037 -0.720
O 27.465 6.866 -31.379 0.002
N 29.692 6.766 -31.762 0.182
N 28.980 6.568 -29.731 0.161
H 30.625 6.766 -31.375 0.111
H 29.559 7.287 -32.617 0.129
H 28.337 6.593 -28.952 0.103
H 29.863 6.133 -29.507 0.075
C 26.250 15.522 -19.464 -0.744
O 25.604 16.257 -20.191 0.003
N 27.153 14.728 -19.855 0.215
N 26.159 15.402 -18.127 0.162
H 27.724 14.322 -19.128 0.100
H 27.136 14.503 -20.840 0.094
H 25.560 16.083 -17.681 0.118
H 26.744 14.817 -17.548 0.090
C 29.242 13.775 -29.733 -0.828
O 28.773 14.827 -29.993 0.082
N 29.294 13.270 -28.535 0.174
N 29.747 12.910 -30.553 0.154
H 29.790 12.405 -28.375 0.070
H 28.697 13.745 -27.872 0.048
H 30.230 12.117 -30.156 0.073
H 29.315 12.802 -31.459 0.114
C 26.431 4.529 -23.535 -0.749
O 25.514 4.328 -22.748 -0.011
N 27.678 4.297 -23.221 0.224
N 26.151 5.150 -24.663 0.163
H 28.416 4.626 -23.826 0.088
H 28.026 4.126 -22.288 0.128
H 26.823 5.202 -25.415 0.115
H 25.157 5.101 -24.840 0.110
C 23.699 12.476 -17.268 -0.846
O 23.030 13.466 -17.144 0.039
N 24.982 12.377 -17.359 0.183
N 23.219 11.305 -17.159 0.170
H 25.436 11.477 -17.412 0.099
H 25.587 13.181 -17.263 0.084
H 23.777 10.506 -16.893 0.123
H 22.215 11.408 -17.109 0.129
C 32.256 14.053 -19.369 -0.808
O 32.728 14.772 -18.527 0.005
N 32.897 13.295 -20.126 0.240
N 31.002 13.726 -19.466 0.189
H 33.888 13.263 -19.938 0.089
H 32.627 12.777 -20.950 0.105
H 30.610 13.069 -20.125 0.057
H 30.314 14.212 -18.908 0.092
C 32.419 7.589 -28.905 -0.741
O 33.308 6.748 -28.971 0.002
N 32.281 8.678 -29.660 0.176
N 31.376 7.394 -28.073 0.153
H 31.534 9.339 -29.501 0.054
H 32.767 8.909 -30.515 0.119
H 31.196 6.523 -27.595 0.057
H 30.795 8.216 -27.979 0.076
C 34.524 13.786 -23.881 -0.879
O 34.593 13.303 -22.825 0.061
N 35.540 13.896 -24.719 0.200
N 33.419 14.221 -24.302 0.212
H 35.480 14.227 -25.671 0.086
H 36.357 13.427 -24.356 0.116
H 33.534 14.848 -25.085 0.120
H 32.839 14.241 -23.475 0.112
C 35.829 14.938 -19.858 -0.809
O 35.786 13.755 -19.602 0.027
N 35.555 15.452 -20.998 0.196
N 36.035 15.881 -18.984 0.175
H 35.355 14.895 -21.816 0.084
H 35.884 16.399 -21.129 0.118
H 35.836 16.840 -19.233 0.099
H 36.503 15.428 -18.212 0.117
C 21.888 9.343 -20.368 -0.867
O 20.791 9.741 -20.449 0.054
N 22.316 8.384 -19.598 0.178
N 22.780 9.745 -21.207 0.189
H 23.317 8.254 -19.628 0.068
H 21.686 8.141 -18.847 0.115
H 22.548 10.536 -21.791 0.075
H 23.727 9.425 -21.063 0.051
C 31.376 6.478 -23.061 -0.745
O 30.580 5.542 -23.135 -0.009
N 31.832 7.018 -21.935 0.181
N 31.895 7.029 -24.081 0.210
H 31.487 6.625 -21.070 0.075
H 32.454 7.814 -21.932 0.070
H 32.721 7.546 -23.815 0.069
H 31.767 6.584 -24.978 0.103
C 32.729 11.534 -27.094 -0.764
O 33.533 11.571 -28.023 -0.013
N 32.365 10.372 -26.639 0.215
N 32.197 12.602 -26.591 0.211
H 31.758 10.416 -25.833 0.085
H 32.663 9.529 -27.109 0.099
H 32.491 13.497 -26.953 0.097
H 31.762 12.466 -25.690 0.058
C 29.934 16.829 -17.240 -0.722
O 29.269 15.820 -17.507 0.001
N 29.392 18.030 -17.094 0.167
N 31.232 16.880 -17.130 0.170
H 28.437 18.108 -17.411 0.114
H 29.865 18.871 -16.796 0.113
H 31.712 17.537 -16.532 0.118
H 31.686 15.989 -17.271 0.074
C 24.056 7.870 -26.844 -0.799
O 24.915 8.661 -27.165 -0.012
N 23.964 6.637 -27.295 0.196
N 23.072 8.237 -26.168 0.235
H 23.338 6.062 -26.750 0.111
H 24.807 6.197 -27.636 0.120
H 22.279 7.612 -26.184 0.139
H 23.047 9.221 -25.943 0.103
C 25.309 7.486 -21.260 -0.683
O 25.106 8.466 -20.586 -0.021
N 25.079 6.235 -20.800 0.195
N 25.832 7.531 -22.474 0.214
H 24.674 6.162 -19.877 0.112
H 25.097 5.420 -21.397 0.050
H 26.159 8.389 -22.895 0.072
H 25.667 6.804 -23.155 0.073
C 33.362 9.296 -19.723 -0.773
O 33.777 9.655 -20.807 0.015
N 33.039 8.058 -19.429 0.178
N 33.033 10.018 -18.724 0.202
H 33.107 7.310 -20.105 0.098
H 32.657 7.751 -18.547 0.119
H 32.758 9.449 -17.936 0.118
H 33.138 11.021 -18.675 0.103
C 34.310 12.876 -16.012 -0.805
O 34.819 12.064 -15.195 -0.032
N 35.077 13.805 -16.488 0.177
N 33.129 12.839 -16.412 0.202
H 34.822 14.426 -17.243 0.064
H 36.036 13.496 -16.420 0.121
H 32.733 13.496 -17.069 0.078
H 32.554 12.139 -15.967 0.130
C 29.922 15.827 -22.990 -0.769
O 29.445 16.902 -23.205 0.032
N 29.928 14.812 -23.854 0.195
N 30.260 15.529 -21.773 0.196
H 29.795 13.875 -23.502 0.052
H 29.348 15.088 -24.633 0.107
H 30.493 14.662 -21.310 0.054
H 29.977 16.276 -21.155 0.118
C 29.205 6.273 -19.834 -0.782
O 29.986 5.342 -20.051 0.003
N 29.128 7.257 -20.679 0.175
N 28.537 6.644 -18.821 0.187
H 28.324 7.812 -20.425 0.092
H 29.545 7.224 -21.598 0.084
H 28.179 7.579 -18.694 0.071
H 28.552 5.997 -18.046 0.130
C 37.652 9.567 -21.186 -0.770
O 38.833 9.336 -21.144 0.030
N 36.737 8.762 -20.696 0.165
N 37.064 10.528 -21.894 0.171
H 37.031 8.442 -19.785 0.117
H 35.764 8.951 -20.892 0.055
H 37.580 11.285 -22.319 0.107
H 36.057 10.565 -21.965 0.066
C 28.636 10.082 -29.052 -0.805
O 29.837 10.246 -29.018 -0.021
N 27.929 9.641 -28.070 0.231
N 28.010 10.181 -30.156 0.221
H 26.927 9.608 -28.191 0.087
H 28.313 9.650 -27.136 0.070
H 27.223 9.548 -30.191 0.075
H 28.589 10.359 -30.964 0.128
```

As for the HOMO-LUMO gap: 6.25 eV. For the LUMO energy, the calculation gives 0.91 eV. For the molar mass, the calculation gives 2078.04 g/mol. The value obtained for the total energy is -7692.811283 Eh. The total charge is -1. The calculation puts the highest occupied orbital energy at -5.34 eV.

Entry 2:
Entry from the OMol25 dataset: 2 unconnected molecules or ions with the total composition C2H2BrClF2O at a distorted geometry (ωB97M-V/def2-TZVPD).

```
9
Properties=species:S:1:pos:R:3:nbo_charge:R:1
C -1.750 -0.925 -0.698 0.274
C 1.421 0.875 -0.264 0.547
O -1.099 -1.611 0.147 -0.661
F 2.300 1.792 -0.179 -0.274
F 0.516 1.131 0.822 -0.370
Cl 1.952 -0.802 0.016 -0.069
Br -3.014 0.395 0.091 -0.115
H 0.891 0.709 -1.171 0.166
H -1.217 -1.564 1.234 0.502
```

As for the HOMO-LUMO gap: 9.67 eV. For the LUMO energy, the calculation gives 0.18 eV. For the molar mass, the calculation gives 195.39 g/mol. The value obtained for the total energy is -3386.476343 Eh. The total charge is 0. The calculation puts the highest occupied orbital energy at -9.48 eV.

Entry 3:
Entry from the OMol25 dataset: a molecular structure, C15H31ClHfP2 at a distorted geometry (ωB97M-V/def2-TZVPD).

```
50
Properties=species:S:1:pos:R:3:nbo_charge:R:1
P -1.762 1.427 0.477 0.777
P -1.506 -0.918 -1.642 0.713
C -3.044 1.316 -0.876 -0.689
C -3.178 -0.099 -1.390 -0.682
H -2.737 2.018 -1.663 0.231
H -3.988 1.662 -0.431 0.241
H -3.740 -0.742 -0.697 0.231
H -3.673 -0.113 -2.372 0.239
C -1.281 -0.268 -3.350 -0.929
H -0.443 -0.785 -3.825 0.231
H -1.062 0.806 -3.303 0.229
H -2.197 -0.430 -3.931 0.247
C -2.264 -2.534 -2.044 -0.928
H -2.991 -2.418 -2.853 0.243
H -2.765 -2.898 -1.136 0.238
H -1.474 -3.240 -2.331 0.233
C -1.845 3.239 0.618 -0.935
H -1.211 3.558 1.455 0.235
H -2.881 3.550 0.773 0.246
H -1.454 3.659 -0.318 0.236
C -2.893 0.945 1.837 -0.932
H -3.134 -0.121 1.752 0.236
H -3.814 1.537 1.773 0.246
H -2.400 1.122 2.796 0.236
Hf 3.603 -0.873 0.923 2.302
C 1.825 -2.109 -0.014 -0.282
C 2.259 -1.138 -0.945 -0.340
C 1.608 0.218 -1.183 -0.512
C 2.018 1.429 -0.275 -0.493
C 2.370 1.151 1.158 -0.269
C 1.767 0.169 1.981 -0.332
C 0.506 -0.605 1.624 -0.529
C 0.655 -1.963 0.919 -0.470
C 4.712 -0.195 2.712 -1.318
H 2.147 -3.143 -0.172 0.299
H 2.929 -1.447 -1.762 0.299
H 0.500 0.135 -1.199 0.308
H 1.844 0.510 -2.225 0.276
H 2.862 1.932 -0.785 0.253
H 1.209 2.185 -0.339 0.327
H 2.932 1.956 1.649 0.298
H 1.946 0.209 3.069 0.298
H -0.177 0.044 1.032 0.288
H -0.061 -0.775 2.564 0.274
H 0.714 -2.740 1.707 0.254
H -0.296 -2.198 0.396 0.318
H 5.125 -1.049 3.277 0.297
H 4.247 0.474 3.451 0.261
H 5.608 0.354 2.360 0.292
Cl 4.885 -2.807 0.757 -0.292
```

As for the HOMO-LUMO gap: 3.66 eV. For the LUMO energy, the calculation gives -9.99 eV. For the molar mass, the calculation gives 487.30 g/mol. The value obtained for the total energy is -1780.301172 Eh. The total charge is +2. The calculation puts the highest occupied orbital energy at -13.65 eV.

Entry 4:
Entry from the OMol25 dataset: a single C4H8O molecule (ωB97M-V/def2-TZVPD).

```
13
Properties=species:S:1:pos:R:3:nbo_charge:R:1
C 0.654 -0.984 0.854 -0.627
C -0.033 -0.082 -0.147 0.202
C 0.550 1.307 -0.258 -0.624
C -1.428 -0.307 -0.543 -0.106
O -0.357 -0.674 -1.402 -0.496
H 0.024 -1.809 1.171 0.216
H 1.579 -1.398 0.458 0.221
H 0.918 -0.419 1.742 0.212
H -0.129 1.981 -0.792 0.216
H 1.499 1.259 -0.804 0.220
H 0.752 1.726 0.735 0.211
H -2.002 -1.141 -0.137 0.179
H -2.027 0.541 -0.877 0.176
```

As for the HOMO-LUMO gap: 11.18 eV. For the LUMO energy, the calculation gives 1.03 eV. For the molar mass, the calculation gives 72.11 g/mol. The value obtained for the total energy is -232.407322 Eh. Its SMILES is CC1(C)CO1. The total charge is 0. The calculation puts the highest occupied orbital energy at -10.15 eV.

- Which formula does entry 3 have?
  C15H31ClHfP2